[1]
The following is a DFT calculation (ωB97M-V/def2-TZVPD) of 8 unconnected molecules or ions with the total composition C12H40O8 in a non-equilibrium geometry.

SMILES: CC(C)O.CC(C)O.CCO.CCO.CCO.O.O.O
relative energy (zero: lowest compared OMol25 entry of this formula, charge and spin): 31.5 kcal per mole
largest force on an atom: 0.03911 hartree/bohr
LUMO: -0.12 eV
frontier orbital gap: 9.6 eV

Cartesian coordinates (Å):
H (-2.70, -1.99, -0.42)
H (-1.62, 1.77, -2.02)
H (-4.55, 0.83, -1.69)
C (-0.34, -3.11, -1.94)
H (4.29, 3.01, -1.81)
H (0.39, -1.82, -0.60)
H (-3.87, -0.19, 1.18)
H (2.79, 0.32, -0.13)
H (3.67, 2.12, 1.83)
H (-2.62, -2.52, 3.21)
H (1.24, -3.99, -3.28)
C (2.44, 2.18, -1.15)
H (-0.06, -3.12, -4.08)
H (-1.88, -3.09, 1.71)
O (0.73, -2.45, -1.25)
H (-1.12, -2.42, -2.27)
H (-2.50, 1.32, -3.41)
C (-3.70, -2.30, -0.10)
H (-3.32, 1.88, 0.44)
H (3.14, 2.90, -3.12)
H (-0.35, -4.69, -3.32)
H (3.03, 2.55, 3.41)
C (-2.46, 1.15, -2.33)
H (4.15, 0.85, -1.21)
C (-3.79, -2.10, 1.41)
O (1.23, -1.60, 2.01)
C (-2.47, -2.29, 2.16)
H (-0.78, 3.18, 1.15)
O (-0.34, 0.34, 0.18)
H (-0.74, -3.82, -1.22)
H (4.70, 0.06, 2.75)
H (-2.07, 0.14, -2.17)
C (0.18, -3.74, -3.22)
C (3.23, 3.11, -2.06)
H (2.98, 4.17, -1.95)
H (2.79, 0.08, -1.87)
O (-4.35, -0.82, 1.75)
H (-4.51, -2.84, 1.75)
C (3.07, 0.78, -1.08)
H (5.14, 1.34, 3.88)
O (0.04, 3.24, 1.65)
H (-3.94, 2.43, -1.42)
H (3.83, 0.28, 4.30)
O (2.14, 0.88, 2.56)
H (-1.07, 0.96, 0.31)
H (-3.72, -3.35, -0.42)
H (-0.30, -0.17, 1.00)
O (1.13, 2.08, -1.70)
O (-3.21, 1.07, -0.07)
H (-1.88, -1.38, 2.07)
C (-3.65, 1.38, -1.42)
C (4.30, 0.78, 3.46)
H (0.67, 1.41, -1.18)
H (0.17, 4.19, 1.79)
H (1.93, -2.22, 1.77)
H (1.50, 1.38, 2.01)
C (3.29, 1.71, 2.77)
H (2.36, 2.62, -0.15)
H (1.71, -0.78, 2.31)
H (-4.35, -1.69, -0.73)

---

[2]
The following is a DFT calculation (ωB97M-V/def2-TZVPD) of a molecular structure, C9H20BaClN5O6 in a non-equilibrium geometry.

relative energy (zero: lowest compared OMol25 entry of this formula, charge and spin): 93.9 kcal per mole
largest force on an atom: 0.12207 hartree/bohr
LUMO: 0.30 eV
frontier orbital gap: 8.3 eV

Cartesian coordinates (Å):
H (0.16, -2.05, 2.14)
H (1.97, 1.80, 0.06)
O (-2.76, -1.40, -2.17)
C (3.55, -0.21, 0.13)
O (-2.58, -3.35, -0.99)
H (-3.62, 3.07, -2.79)
H (4.01, -1.17, 0.36)
H (1.47, -3.25, 3.35)
H (3.04, -1.40, 3.96)
H (1.13, 0.62, -0.98)
O (-0.19, 1.93, -3.20)
Ba (-1.80, -1.24, 0.02)
N (2.20, -0.17, 0.65)
H (-0.75, 2.36, -3.86)
C (2.08, -3.31, 2.44)
N (-2.00, 0.97, 0.13)
C (3.48, -1.42, 2.96)
H (-2.68, 4.34, -1.98)
H (-2.09, 3.63, -3.48)
C (-1.90, 2.38, -1.70)
H (3.73, -0.40, 2.68)
O (-2.12, -3.35, -3.27)
H (3.52, -0.08, -0.95)
O (-0.69, -2.32, -1.75)
H (1.50, -3.77, 1.64)
H (-4.61, 1.93, -0.04)
N (0.37, -1.38, 1.41)
C (-3.78, 2.62, 0.10)
Cl (-2.04, -2.62, -2.08)
O (-2.54, 0.41, 1.17)
C (-2.61, 3.41, -2.55)
H (2.94, -3.93, 2.65)
H (0.48, 1.00, 0.62)
H (4.15, 0.60, 0.54)
N (2.56, -2.01, 2.01)
H (-4.03, 3.57, -0.37)
H (-3.65, 2.76, 1.17)
N (-0.82, 1.77, -1.99)
H (4.39, -2.01, 3.00)
C (1.65, -1.18, 1.35)
C (1.39, 0.87, 0.05)
C (-2.53, 2.00, -0.44)

---

[3]
The following is a DFT calculation (ωB97M-V/def2-TZVPD) of a single C32H43Br2F3I3NO6 molecule in a non-equilibrium geometry.

SMILES: C/C(I)=C(\I)[C@]1(CCC(N)=O)OC(=O)[C@@](I)(CCOCCOc2ccc(C(C)(C)CC(C)(C)C)cc2)[C@]1(O)CC[C@@](F)(Br)C(F)(F)Br
largest force on an atom: 0.05875 hartree/bohr
LUMO: -0.56 eV
frontier orbital gap: 7.7 eV

Cartesian coordinates (Å):
Br (-4.53, 7.89, 1.07)
O (-1.44, -3.61, -2.93)
O (2.40, 3.08, -3.40)
H (-2.26, -5.70, 3.07)
C (-0.65, -5.36, -1.43)
H (3.84, -4.58, 1.35)
C (2.18, 3.08, 0.40)
C (0.77, 4.96, -0.80)
C (0.10, -4.35, 3.56)
H (1.01, 1.05, -3.76)
H (-2.42, 4.52, -2.50)
H (3.80, -7.41, 0.54)
O (1.84, 4.53, -1.72)
C (0.09, 1.02, -3.10)
C (1.58, 3.64, -2.75)
H (0.61, -3.47, 3.10)
H (-0.93, -4.08, 3.90)
C (-2.89, 4.53, -0.38)
H (2.47, -6.51, -0.36)
H (2.16, -4.36, 0.75)
H (-2.42, 4.56, 0.63)
C (-1.87, 4.84, -1.57)
O (-0.70, -0.08, -3.59)
H (1.35, -6.79, 3.68)
H (1.45, 9.32, -0.34)
H (4.63, -6.61, 2.35)
H (-1.51, -7.22, 2.35)
C (-0.45, -5.09, 1.08)
C (-0.47, -1.28, -2.84)
C (0.00, 3.65, -2.84)
H (-3.20, 3.46, -0.55)
H (1.28, 0.73, 1.05)
C (-1.35, -6.36, 3.06)
H (-0.52, -6.00, -2.33)
H (3.43, -7.71, 3.30)
O (3.19, 2.72, 2.55)
C (-0.72, 2.33, -3.38)
I (-0.32, 5.02, -4.53)
C (0.38, 9.00, -0.41)
Br (-5.60, 4.18, -1.29)
I (2.02, 7.37, -2.61)
C (1.13, -6.60, 2.58)
I (-0.89, 6.85, 1.55)
C (0.85, 6.53, -0.98)
H (0.66, -4.78, 4.43)
C (-1.38, -3.21, -0.42)
F (-4.39, 5.22, 1.96)
C (-4.80, 5.93, 0.87)
C (-1.02, -3.75, 0.91)
H (-1.81, -2.18, -0.48)
C (-0.46, 4.15, -1.40)
H (-1.21, -3.06, 1.76)
O (-0.76, 2.86, -0.78)
H (-1.73, 5.96, -1.70)
H (2.60, -4.03, 2.55)
H (1.67, 2.38, -0.31)
H (-2.09, -2.04, -4.10)
H (0.41, 0.90, -2.03)
H (-0.01, 9.21, -1.44)
H (3.67, -5.95, 3.74)
C (3.66, -6.70, 2.89)
C (-0.30, -5.91, -0.13)
C (2.50, -6.21, 1.89)
H (3.20, 3.26, -0.03)
H (0.48, -1.76, -3.20)
H (2.06, 5.23, 1.02)
H (-2.60, -1.90, -2.39)
C (-1.73, -2.21, -3.05)
H (2.12, -8.04, 0.60)
H (0.10, -6.95, -0.05)
C (-1.18, -4.00, -1.62)
H (-0.29, 9.53, 0.31)
H (-0.76, 2.95, 0.19)
C (2.75, -4.68, 1.65)
H (-1.76, 2.22, -2.97)
H (0.56, 4.23, 1.32)
N (1.64, 1.08, 1.94)
C (2.72, -7.09, 0.57)
H (0.75, -7.58, 2.17)
C (-0.05, -5.57, 2.52)
H (-0.44, -1.02, -1.74)
C (-4.21, 5.39, -0.52)
H (-0.83, 2.41, -4.50)
C (1.39, 4.44, 0.59)
C (0.25, 7.44, -0.17)
F (-4.10, 6.47, -1.39)
H (2.23, 0.38, 2.40)
C (2.39, 2.30, 1.75)
F (-6.19, 5.79, 0.82)
H (-1.08, -6.77, 4.06)

---

[4]
The following is a DFT calculation (ωB97M-V/def2-TZVPD) of a molecular structure, C13H19BClN3O2S in a non-equilibrium geometry.

relative energy (zero: lowest compared OMol25 entry of this formula, charge and spin): 0.0 kcal per mole
largest force on an atom: 0.02039 hartree/bohr
LUMO: -0.52 eV
frontier orbital gap: 8.3 eV

Cartesian coordinates (Å):
C (2.05, 2.61, 1.89)
C (0.87, -0.37, -1.26)
O (3.82, -1.77, 0.34)
H (-3.99, -2.50, -2.64)
Cl (-3.76, -3.48, -0.53)
H (0.94, -3.00, 0.83)
H (2.67, -2.50, -2.66)
C (0.58, -2.15, 0.27)
C (-0.22, 2.86, 1.28)
C (-0.50, -0.01, -1.11)
H (2.26, 1.66, 1.40)
H (-0.42, 2.02, 0.62)
N (-0.85, 1.05, -1.85)
S (0.46, 1.51, -2.63)
H (3.60, -3.53, -1.84)
H (-1.43, -2.36, 1.09)
H (2.99, 3.09, 2.15)
C (1.43, -1.47, -0.56)
H (-4.70, -0.81, -1.03)
C (-2.80, -0.38, -0.12)
H (1.26, 3.20, 3.84)
H (-2.33, -2.42, -2.07)
C (-1.35, -0.75, -0.24)
C (-0.79, -1.79, 0.42)
C (-3.65, -0.86, -1.31)
H (-3.19, -0.75, 0.82)
C (1.16, 2.39, 3.11)
C (1.15, 3.47, 1.01)
H (1.42, 3.45, -0.05)
N (3.38, -2.55, -1.94)
H (1.36, 1.44, 3.62)
N (1.52, 0.43, -2.11)
H (1.17, 4.51, 1.34)
B (2.93, -1.94, -0.71)
H (-2.88, 0.71, -0.09)
H (-3.50, -0.17, -2.14)
C (-3.37, -2.26, -1.78)
O (-0.19, 2.38, 2.63)
H (3.93, -2.56, 0.88)
H (-1.04, 3.58, 1.18)